No. 1
13
Properties=species:S:1:pos:R:3:forces:R:3 method="wB97M-V/def2-TZVPD" homo_lumo_gap_ev=8.313 e_tot_ev=-9268.9838 homo_ev=-7.44
C -0.470882 0.657552 1.885283 -0.008 -0.008 0.093
C 0.052307 0.414024 0.511097 0.261 0.145 -0.012
N 0.953054 1.117816 -0.043681 0.052 0.019 -0.510
C 1.391561 1.343326 -1.213437 -0.313 0.113 0.336
C 0.047398 -0.938224 -1.459557 -0.121 -0.136 0.371
O -0.670073 -1.936314 -2.003620 0.121 0.167 -0.170
N -0.464778 -0.658252 -0.257515 0.211 0.133 -0.162
H 0.051812 1.517790 2.309932 -0.102 -0.159 -0.070
H -0.303660 -0.206883 2.537980 -0.047 0.087 -0.057
H -1.545202 0.877129 1.876935 0.114 -0.049 -0.017
H 2.448822 1.116061 -1.413695 -0.180 -0.283 0.220
H -0.258925 -2.120619 -2.856535 -0.128 -0.054 0.125
H -1.239537 -1.186879 0.139135 0.141 0.026 -0.147



No. 2
13
Properties=species:S:1:pos:R:3:forces:R:3 method="wB97M-V/def2-TZVPD" homo_lumo_gap_ev="9.237 / 9.236" e_tot_ev=-9268.7035 homo_ev="-10.36 / -10.36"
C 2.565923 -0.435455 -0.002033 0.643 1.328 0.101
C -2.538216 0.332274 0.168662 0.159 1.270 -0.195
C -1.332870 -0.474285 -0.087071 -0.257 -5.451 1.217
O 1.200179 -0.610121 -0.384284 -2.117 1.784 -0.234
N -0.938291 -1.612130 0.025130 -1.261 3.896 -0.702
C 0.298939 0.546160 -0.367340 4.924 -1.684 0.264
N 0.316723 1.717210 -0.331304 -0.926 -0.512 -0.071
H 3.123932 -1.356093 -0.160164 -0.647 -0.315 -0.002
H 3.100572 0.315759 -0.585666 -0.334 0.126 -0.285
H 2.681414 -0.113032 1.035396 -0.328 -0.226 0.077
H -3.057452 0.545639 -0.766320 0.085 0.008 0.014
H -3.233038 -0.132492 0.864765 0.274 -0.314 -0.084
H -2.187815 1.276565 0.590229 -0.217 0.091 -0.100



No. 3
13
Properties=species:S:1:pos:R:3:forces:R:3 method="wB97M-V/def2-TZVPD" homo_lumo_gap_ev=10.431 e_tot_ev=-9266.7955 homo_ev=-9.52 smiles="N[C@@H]1[C@H]2C=NO[C@@H]12"
N -1.017979 2.321521 0.058811 4.890 0.412 2.346
C -0.490795 1.009202 -0.210430 -3.790 0.667 -7.374
C -0.638066 -0.196257 0.482280 -4.543 -4.648 7.762
C -0.419133 -1.691765 0.132106 -4.303 2.451 0.005
N 0.584134 -1.770825 -0.567107 4.095 -1.011 -0.724
O 1.379708 -0.572139 -0.388106 0.327 -1.371 -2.673
C 0.654689 0.378347 0.266753 5.591 -0.371 5.629
H -0.057398 2.754703 -0.282929 -2.741 0.356 0.164
H -0.641267 2.309328 1.053700 -1.556 1.063 -0.331
H -0.858706 0.729485 -1.213836 1.408 0.612 -0.547
H -1.250428 -0.124130 1.461433 1.455 0.113 -1.055
H -1.135546 -2.539868 0.334128 0.966 1.147 -0.516
H 1.302438 0.595556 1.286175 -1.799 0.581 -2.685



No. 4
13
Properties=species:S:1:pos:R:3:forces:R:3 method="wB97M-V/def2-TZVPD" homo_lumo_gap_ev=9.182 e_tot_ev=-9272.2606 homo_ev=-8.19 smiles=COc1c[nH]cn1
C 2.252904 0.353418 -0.363156 0.237 0.171 0.011
O 1.368379 -0.734338 -0.151437 -0.097 -0.124 0.156
C 0.090772 -0.387242 0.083652 -0.112 -0.076 -0.045
C -0.973147 -1.241617 0.109146 0.047 0.042 -0.078
N -2.079662 -0.416560 0.331227 0.335 0.117 -0.221
C -1.593737 0.853507 0.415436 -0.098 0.064 -0.072
N -0.293483 0.915623 0.296039 -0.163 -0.221 0.094
H 1.931133 0.969579 -1.211901 0.047 -0.127 0.148
H 3.222923 -0.099354 -0.573294 -0.106 0.123 0.040
H 2.303765 0.984136 0.528446 0.079 -0.029 -0.130
H -1.029181 -2.321971 0.107227 -0.030 0.287 -0.233
H -2.942183 -0.561529 -0.170630 -0.281 -0.253 0.498
H -2.258489 1.686344 0.599250 0.142 0.024 -0.167



No. 5
13
Properties=species:S:1:pos:R:3:forces:R:3 method="wB97M-V/def2-TZVPD" homo_lumo_gap_ev=8.555 e_tot_ev=-9270.4837 homo_ev=-7.85
N 0.903415 -2.009752 -0.859079 -0.110 -0.096 0.023
C 0.276651 -0.859948 -0.358903 -0.072 0.124 0.075
C -0.367897 -0.695234 0.871265 0.051 -0.009 -0.025
C -0.651132 0.660022 1.022571 0.026 0.012 -0.063
C -0.167413 1.289537 -0.136318 -0.139 -0.100 0.198
O -0.503488 2.496899 -0.684123 -0.080 0.088 0.115
N 0.390636 0.310647 -1.029332 -0.106 -0.140 0.021
H 0.587597 -2.252641 -1.790388 0.122 0.064 0.071
H 0.796793 -2.801768 -0.239731 -0.023 0.068 -0.089
H -0.564838 -1.480107 1.593461 0.044 0.129 -0.103
H -1.164877 1.139627 1.846869 0.088 -0.058 -0.134
H -0.626501 3.124317 0.038891 0.014 -0.035 -0.142
H 1.091054 1.078401 -0.275183 0.184 -0.048 0.054



No. 6
13
Properties=species:S:1:pos:R:3:forces:R:3 method="wB97M-V/def2-TZVPD" homo_lumo_gap_ev=8.735 e_tot_ev=-9272.9453 homo_ev=-8.03 smiles=Cc1ncc(O)[nH]1
C 2.176243 -0.169969 0.133637 0.055 -0.005 -0.018
C 0.717653 -0.094358 -0.174337 0.067 -0.047 -0.055
N 0.148913 -0.455441 -1.292677 0.117 0.072 0.271
C -1.207353 -0.249381 -1.122685 -0.267 0.032 0.050
C -1.440768 0.232002 0.131700 0.255 -0.113 -0.229
O -2.546743 0.570010 0.838166 -0.139 -0.038 -0.099
N -0.217075 0.341607 0.735581 -0.059 -0.010 -0.003
H 2.655201 -0.760242 -0.649922 -0.056 0.102 0.109
H 2.356799 -0.660219 1.097176 -0.029 0.070 -0.140
H 2.651539 0.817306 0.160412 -0.106 -0.112 -0.004
H -1.923770 -0.467111 -1.903779 0.102 0.031 0.137
H -3.312594 0.203334 0.379729 0.060 0.113 0.104
H -0.058047 0.692457 1.667001 -0.001 -0.095 -0.121



No. 7
13
Properties=species:S:1:pos:R:3:forces:R:3 method="wB97M-V/def2-TZVPD" homo_lumo_gap_ev=8.699 e_tot_ev=-9268.5226 homo_ev=-8.38
N -1.643791 0.436836 0.091363 -0.265 0.724 0.245
C -0.249954 0.123288 0.019776 0.569 0.461 -0.088
C 0.065405 -1.332282 -0.035636 0.278 0.034 -0.175
O -1.044712 -2.099745 -0.171045 0.015 0.356 0.012
N 1.256309 -1.767110 0.040111 -0.488 -0.151 -0.034
C 1.929445 1.610969 -0.290565 -2.514 0.823 0.512
C 0.771936 0.993285 -0.021110 0.956 -0.738 0.159
H -1.905946 1.219475 -0.504370 0.087 -0.297 0.061
H -1.950958 0.663625 1.036972 0.093 -0.123 -0.193
H -1.794440 -1.461127 -0.224654 0.261 -0.321 0.019
H 1.262659 -2.786563 -0.050898 0.009 0.238 0.028
H 2.453325 2.065264 0.562077 -0.008 -0.362 -0.167
H 0.835089 2.337871 -0.453982 1.006 -0.645 -0.380



No. 8
13
Properties=species:S:1:pos:R:3:forces:R:3 method="wB97M-V/def2-TZVPD" homo_lumo_gap_ev=10.560 e_tot_ev=-9271.7203 homo_ev=-9.64 smiles=Cc1cc(N)on1
C -2.312550 0.193976 -0.114335 -0.046 0.024 -0.029
C -0.833706 0.048410 -0.281738 -0.024 -0.139 -0.155
C 0.218663 0.453135 0.590379 0.124 -0.045 -0.041
C 1.329693 -0.070890 0.021115 -0.230 0.051 0.061
N 2.653196 -0.129633 0.471508 0.050 -0.056 -0.166
O 0.998503 -0.695246 -1.128627 0.308 -0.023 0.119
N -0.364902 -0.618448 -1.307713 -0.307 0.139 0.263
H -2.820828 -0.327230 -0.929312 0.070 0.112 0.104
H -2.625479 -0.258282 0.833074 0.046 0.087 -0.137
H -2.630809 1.240531 -0.107179 0.099 -0.109 -0.007
H 0.181658 1.045387 1.491332 -0.074 -0.173 -0.053
H 3.307305 0.210139 -0.225027 -0.056 -0.006 0.011
H 2.899259 -1.091846 0.686523 0.039 0.138 0.030



No. 9
13
Properties=species:S:1:pos:R:3:forces:R:3 method="wB97M-V/def2-TZVPD" homo_lumo_gap_ev=8.052 e_tot_ev=-9272.1028 homo_ev=-7.22 smiles=Nc1cc[nH]c1O
N -1.829129 0.973130 -0.279725 -0.113 0.020 -0.027
C -0.552493 0.440973 -0.155287 0.277 -0.078 0.121
C 0.627568 1.179738 0.187240 0.215 0.015 0.042
C 1.697000 0.318342 0.157211 0.052 -0.051 -0.002
N 1.226177 -0.924414 -0.156118 -0.104 -0.218 0.026
C -0.146058 -0.863738 -0.322645 0.038 0.555 0.161
O -0.858486 -2.035804 -0.211584 0.107 -0.005 0.268
H -2.605860 0.369122 -0.490486 0.179 0.033 0.186
H -2.042345 1.864382 0.139551 0.094 -0.333 -0.008
H 0.660281 2.196908 0.553408 -0.018 -0.009 -0.295
H 2.750264 0.450178 0.373327 -0.257 0.205 -0.165
H 1.762238 -1.700336 -0.516451 0.014 0.187 0.246
H -0.689163 -2.268484 0.721554 -0.485 -0.321 -0.554



No. 10
13
Properties=species:S:1:pos:R:3:forces:R:3 method="wB97M-V/def2-TZVPD" homo_lumo_gap_ev=10.296 e_tot_ev=-9271.0851 homo_ev=-9.52 smiles="CC1=N[C@@H]1C(N)=O"
C 1.352440 -0.645127 1.855971 0.202 0.198 0.270
C 0.925517 -0.528044 0.471629 0.357 -0.163 -0.215
N 1.320075 -0.823579 -0.665214 -1.858 -0.883 0.397
C -0.293091 -0.389730 -0.272864 0.269 -0.017 -0.733
C -0.519419 0.751935 -1.200391 0.260 0.421 -0.043
N -1.800169 0.977067 -1.627955 0.218 0.109 0.045
O 0.418562 1.390378 -1.632026 -0.368 0.456 -0.027
H 2.382599 -0.996772 1.911125 -0.060 0.149 0.109
H 1.218290 0.333503 2.298531 0.159 0.109 0.533
H 0.686012 -1.362029 2.341421 0.071 0.115 0.111
H -1.154443 -1.041420 -0.035498 0.797 -0.260 -0.637
H -2.609304 0.560457 -1.212512 -0.030 -0.139 0.121
H -1.927069 1.773361 -2.232216 -0.017 -0.094 0.070



No. 11
13
Properties=species:S:1:pos:R:3:forces:R:3 method="wB97M-V/def2-TZVPD" homo_lumo_gap_ev=10.364 e_tot_ev=-9271.4436 homo_ev=-9.60 smiles="O=C1NC[C@H]2CN12"
O 1.487030 2.197986 0.370009 0.694 0.441 0.579
C 0.914674 1.190213 0.127308 -4.255 0.415 -1.824
N 1.213826 -0.083423 0.214452 6.997 -1.340 5.302
C 0.494470 -1.124991 -0.339629 -1.715 -0.062 -1.084
C -0.758364 -0.316894 -0.667810 -0.580 -0.293 -0.868
C -1.404577 0.420757 0.412878 0.333 -0.655 3.123
N -0.497183 1.120794 -0.452395 1.038 0.826 -0.770
H 1.997869 -0.271896 0.966390 -1.832 0.283 -2.456
H 0.313171 -1.967441 0.325467 0.049 0.053 0.163
H 0.979600 -1.474473 -1.252948 -0.139 -0.222 -0.065
H -1.297421 -0.584727 -1.568745 -0.035 0.146 0.069
H -2.449212 0.720563 0.415321 0.178 -0.036 -0.257
H -1.015025 0.174669 1.488156 -0.734 0.445 -1.912



No. 12
13
Properties=species:S:1:pos:R:3:forces:R:3 method="wB97M-V/def2-TZVPD" homo_lumo_gap_ev=9.891 e_tot_ev=-9272.4179 homo_ev=-8.94 smiles=Cc1cc(O)n[nH]1
C -2.044135 -0.105935 0.017469 -0.053 0.009 -0.072
C -0.557151 0.036040 -0.032922 0.054 0.006 0.031
C 0.414944 -0.489627 -0.835617 -0.064 -0.064 0.036
C 1.626603 -0.124510 -0.183159 -0.208 0.128 0.021
O 2.855209 -0.510214 -0.577034 0.070 0.080 0.186
N 1.436634 0.615347 0.880733 0.114 -0.057 -0.403
N 0.072154 0.681897 1.000500 -0.103 0.154 -0.231
H -2.455100 0.510966 0.824738 0.063 -0.048 -0.211
H -2.295227 -1.145901 0.255034 -0.022 0.173 -0.096
H -2.529939 0.162420 -0.922805 0.066 -0.037 0.075
H 0.297007 -1.025414 -1.764225 0.043 -0.192 0.219
H 3.464286 -0.204860 0.111277 0.026 -0.013 -0.167
H -0.285279 1.599793 1.226013 0.013 -0.139 0.612



No. 13
13
Properties=species:S:1:pos:R:3:forces:R:3 method="wB97M-V/def2-TZVPD" homo_lumo_gap_ev=8.083 e_tot_ev=-9269.3230 homo_ev=-7.76
N 1.839115 0.804986 0.009504 -0.181 -0.381 -0.027
C 0.503087 0.368076 -0.014772 -0.471 0.126 -0.014
C -0.204280 -0.941172 0.179973 0.188 0.075 -0.106
O 0.540281 -2.081343 -0.108534 -0.060 -0.127 -0.203
C -1.652342 -0.784641 -0.206297 0.272 0.318 0.225
C -1.747451 0.574356 -0.245276 -0.263 -0.177 -0.200
N -0.472133 1.211935 -0.179724 0.163 0.163 0.030
H 2.412257 0.168956 -0.539176 -0.014 -0.034 0.192
H 2.211721 0.823487 0.954410 -0.011 0.056 -0.088
H -0.096804 -2.707674 -0.476896 0.051 0.009 0.036
H -0.434278 -0.867036 1.271726 0.214 -0.009 0.161
H -2.604017 1.228681 -0.354899 0.124 -0.095 -0.092
H -0.295158 2.201395 -0.290037 -0.012 0.077 0.086



No. 14
13
Properties=species:S:1:pos:R:3:forces:R:3 method="wB97M-V/def2-TZVPD" homo_lumo_gap_ev=9.985 e_tot_ev=-9271.5205 homo_ev=-9.24
H -0.845681 -2.362579 2.015978 -0.156 0.010 -0.033
N -0.698347 -1.600008 1.357432 0.371 -0.191 -0.091
C 0.424434 -1.760073 0.806172 -0.307 0.064 0.225
O 1.263094 -2.784934 1.053736 0.091 -0.049 -0.139
N 0.989567 -0.856239 -0.136839 -0.079 0.473 0.124
C 0.543393 0.295236 -0.148853 0.111 -0.016 0.012
C 0.111791 1.522036 -0.214269 0.163 -0.275 -0.057
C -0.903116 1.922654 -1.253339 -0.104 0.027 -0.110
H 2.034746 -2.677813 0.479083 -0.063 -0.020 0.077
H 0.534070 2.240864 0.484570 -0.062 -0.079 -0.175
H -1.836580 2.278840 -0.807845 0.148 -0.033 0.004
H -1.134415 1.066771 -1.892840 -0.034 0.154 0.076
H -0.498758 2.716871 -1.888534 -0.079 -0.066 0.086



No. 15
13
Properties=species:S:1:pos:R:3:forces:R:3 method="wB97M-V/def2-TZVPD" homo_lumo_gap_ev=9.215 e_tot_ev=-9268.4215 homo_ev=-9.30
O -2.595872 2.216846 0.687639 -1.533 0.919 -0.439
C -1.684936 1.491167 0.570200 3.577 -3.416 0.769
C -1.671920 0.130259 -0.360192 0.564 0.748 -1.358
N -0.606978 -0.580881 -0.700355 -2.898 3.527 2.213
N 0.537575 0.096451 -0.023424 -0.342 -0.611 0.091
C 1.337910 -1.071346 0.575461 0.780 3.119 2.598
C 1.644280 -0.464100 -0.703563 2.070 -0.550 -2.482
H -0.705842 1.533222 1.219135 -1.619 0.316 -1.126
H -2.667511 0.009532 -0.896321 1.301 -0.524 0.795
H 0.637199 -1.837494 0.718305 -0.058 -1.570 0.036
H 1.883081 -0.636466 1.534470 -1.038 -1.366 -2.176
H 1.300530 -0.922950 -1.610479 0.020 -0.873 -0.176
H 2.592483 0.035759 -1.010878 -0.824 0.280 1.256



No. 16
14
Properties=species:S:1:pos:R:3:forces:R:3 method="wB97M-V/def2-TZVPD" homo_lumo_gap_ev=9.710 e_tot_ev=-11313.8523 homo_ev=-8.92
C 0.955342 0.733933 0.497021 -0.372 0.278 0.753
C 0.363347 0.098639 -0.715418 -1.118 1.325 3.082
C -1.515014 -0.329332 -1.398448 -0.637 1.315 -3.074
C -0.533486 0.274190 0.622205 3.741 1.267 0.361
H 1.903101 -0.948812 0.912569 1.106 1.657 -0.752
H 2.023955 -0.063484 2.068466 0.225 1.470 -0.413
H 0.905716 1.838530 0.574152 0.505 -0.797 -0.202
H 0.419182 -0.977709 -0.692998 0.948 -0.196 -0.600
H -2.061280 -0.520277 -2.298766 -0.796 0.037 -0.292
H -1.139740 1.210020 0.657353 -0.090 -1.278 -0.163
N 2.164065 0.095520 1.045865 -2.035 -3.046 0.661
N -1.909278 -1.016707 -0.429716 0.371 -1.919 2.684
O -0.503001 0.566661 -1.701155 0.022 -1.135 -0.189
O -1.072909 -0.961171 0.858870 -1.870 1.020 -1.856



No. 17
14
Properties=species:S:1:pos:R:3:forces:R:3 method="wB97M-V/def2-TZVPD" homo_lumo_gap_ev=6.295 e_tot_ev=-11308.9401 homo_ev=-9.53
C 0.148003 -0.356663 -1.966781 2.359 0.716 -2.349
C -0.331410 -0.618882 -0.548611 -1.319 -5.894 -0.210
C -0.376712 0.132076 0.695740 -2.457 2.863 -2.629
C 0.032024 0.305533 1.936891 3.787 -0.277 1.599
H -0.594010 -1.322744 -2.656648 2.447 3.919 1.645
H 1.417626 -0.693700 -2.213387 -4.024 0.919 1.024
H 0.183673 0.880478 -2.138952 -0.786 -3.519 -0.572
H -1.528940 -0.713580 -0.605582 2.482 -0.631 -0.405
H 0.225468 -1.749480 -0.510373 -2.225 2.751 1.201
H 2.349797 -0.475951 1.189561 -1.968 -0.071 2.608
N -1.080266 2.183101 1.432117 4.022 -3.567 3.446
N -0.210644 1.583036 2.298301 -3.408 3.547 -0.004
O -1.194407 1.261298 0.483959 -0.173 -1.054 -2.290
O 0.959798 -0.414522 2.603764 1.265 0.298 -3.063



No. 18
14
Properties=species:S:1:pos:R:3:forces:R:3 method="wB97M-V/def2-TZVPD" homo_lumo_gap_ev=8.613 e_tot_ev=-11315.7691 homo_ev=-8.17 smiles=Nc1cc(O)n(O)c1
N 2.432102 0.149898 0.264268 1.825 -2.219 0.022
C 1.096305 0.016491 -0.142088 -1.610 -0.021 1.224
C 0.179770 1.128958 -0.175908 1.646 5.184 2.973
C -1.081263 0.683479 -0.182326 -2.763 -0.338 -1.038
O -2.376502 1.254631 0.036944 6.196 2.649 0.921
N -1.040440 -0.685122 -0.410178 -1.051 1.884 -1.398
O -2.162105 -1.238553 0.236580 3.642 -1.222 4.492
C 0.277494 -1.082401 -0.241377 2.288 -2.183 -0.988
H 3.151189 -0.664939 0.364284 -2.796 1.166 -0.188
H 2.958226 0.743299 -0.317045 0.333 1.496 -0.773
H 0.425384 2.217276 0.329632 -0.497 -2.798 -1.883
H -2.986808 0.657497 -0.240281 -2.742 -3.039 -1.230
H -1.600768 -1.205465 1.214245 -3.429 -0.805 -3.048
H 0.727418 -1.975043 -0.736750 -1.040 0.246 0.913



No. 19
14
Properties=species:S:1:pos:R:3:forces:R:3 method="wB97M-V/def2-TZVPD" homo_lumo_gap_ev=9.657 e_tot_ev=-11318.9953 homo_ev=-8.85 smiles=Nc1ncoc1CO
N 0.634727 0.694735 2.240886 1.827 -0.774 -1.275
C 0.135725 -0.043770 1.056040 2.510 1.685 1.661
N -0.570994 -1.138099 1.271937 -2.260 -2.056 2.306
C -0.938521 -1.639857 0.162896 1.145 0.631 -1.048
O -0.398062 -0.979068 -0.886959 0.244 0.311 0.876
C 0.338561 0.060587 -0.278003 -0.485 0.382 -0.897
C 0.833830 1.055628 -1.257193 1.219 -1.501 -2.384
O -0.262889 1.477200 -2.081185 0.583 0.416 0.938
H 0.341800 0.189504 3.113945 0.550 0.537 -1.454
H 1.733730 0.811890 2.209167 -3.189 -0.448 0.162
H -1.512664 -2.521500 -0.018468 -0.224 -0.216 -0.131
H 1.474112 0.549642 -2.027765 -0.107 0.191 0.923
H 1.443044 1.865236 -0.869415 -0.264 0.209 0.514
H -0.856095 1.628186 -1.354495 -1.550 0.633 -0.190